4
Properties=species:S:1:pos:R:3:forces:R:3:mulliken_charge:R:1 method="wB97M-V/def2-TZVPD" e_tot_ha=-623.71960 charge=0 max_force_ev_per_a=2.43 gap_ev="7.5897 / 9.7116" de_lowest_kcal_mol=88.04
O -1.27740 -1.28753 0.19401 -0.604 -1.025 -0.480 -0.36
O 1.29661 1.23898 -0.29535 -0.145 -0.029 0.187 -0.32
O 0.50534 0.19541 -0.50738 1.460 0.262 -1.894 0.07
S -0.52455 -0.14686 0.60871 -0.711 0.792 2.186 0.60

80
Properties=species:S:1:pos:R:3:forces:R:3:mulliken_spin:R:1 method="wB97M-V/def2-TZVPD" e_tot_ha=-2249.39096 multiplicity=4 charge=-2 s2=3.77 max_force_ev_per_a=3.62 gap_ev="1.3662 / 3.7559" de_lowest_kcal_mol=13.43
Re -0.24110 -0.04818 -0.32600 2.321 1.496 -1.564 1.79
Cl 1.55802 0.96829 -1.66260 1.655 1.086 0.555 -0.10
C 0.22535 0.85011 3.74467 -0.143 0.086 0.647 0.19
C 0.36596 0.90408 1.44855 -2.667 -1.791 1.674 0.40
N 0.73722 0.21537 2.64721 0.631 1.768 -0.986 0.34
H -1.13671 2.54571 3.89421 -0.039 0.123 0.108 0.08
N -0.48265 1.90026 1.96445 1.449 -0.221 0.040 0.29
H 0.36180 0.46774 4.74388 -0.042 0.231 -0.134 0.18
C 1.93302 -0.62384 2.75126 0.568 -0.313 -0.579 -2.65
C 2.12871 -1.08169 4.17266 0.262 -0.315 0.636 1.14
C 1.80134 -1.79814 1.81306 0.449 -0.675 0.240 0.39
H 1.25665 -1.62572 4.52956 -0.213 0.060 0.182 -0.01
H 2.96360 -1.78561 4.23647 0.009 0.068 -0.242 0.04
H 2.37577 -0.25894 4.85451 -0.186 -0.111 -0.109 -0.13
H 4.08115 -0.53298 2.33763 -0.353 0.264 0.195 -0.01
H 3.34862 1.03603 2.89064 0.089 -0.291 -0.132 0.00
H 1.76415 -1.41355 0.80383 -0.145 -0.003 -0.036 0.01
C 3.19356 0.12384 2.29220 -0.041 0.552 -0.081 0.81
H 0.90307 -2.39193 2.02455 0.250 0.040 -0.142 0.07
H 2.72917 -2.39417 1.89673 -0.422 -0.102 0.089 -0.01
H 3.05721 0.41576 1.24607 0.035 0.103 0.066 0.02
C -0.52967 1.87608 3.31992 0.127 -0.365 0.972 0.20
C -2.66637 2.96314 1.63964 -0.286 -0.016 -0.021 1.56
H -2.79862 3.33311 2.66317 -0.121 0.045 -0.192 -0.15
H -3.18628 3.64555 0.93807 0.067 -0.389 0.452 0.10
C -1.17495 2.98038 1.27495 0.092 0.060 0.291 -5.01
H -1.68395 3.38331 -0.74631 -0.204 0.084 -0.049 0.21
C -0.61540 4.32025 1.74641 0.010 0.350 0.055 2.20
H 0.47350 4.40231 1.60374 -0.315 -0.148 0.072 -0.08
H -3.10880 1.95301 1.60407 0.250 0.317 -0.325 -0.02
H -1.23454 1.63958 -0.39181 -0.034 1.981 -0.009 -0.14
H -0.87185 4.46082 2.80817 0.280 0.196 -0.330 -0.02
H -1.09355 5.11776 1.16169 0.079 -0.057 0.196 -0.15
C -0.98269 2.78119 -0.17756 -0.763 -1.295 -0.909 1.39
H 0.00774 2.99218 -0.54911 0.455 -0.091 0.083 -0.17
C 0.89442 -1.46016 -4.56073 0.072 0.799 -0.821 0.08
N 0.74850 -1.52429 -3.20406 0.267 -0.969 -0.324 0.18
H 0.20845 0.01488 -5.98381 -0.197 0.120 -0.168 -0.02
N -0.37004 0.20117 -3.90007 0.049 -0.092 -0.439 0.11
H 1.51924 -2.09903 -5.13963 0.189 -0.334 -0.080 0.01
C 1.61262 -2.56404 -2.50640 -0.130 0.383 -0.430 -0.69
C 1.64764 -3.87418 -3.34033 -0.157 -0.149 -0.232 0.20
C 3.05452 -1.99967 -2.36662 -0.079 -0.032 0.299 0.21
H 2.29022 -3.83397 -4.23722 -0.195 0.154 0.341 0.01
H 2.01802 -4.72502 -2.73911 -0.085 0.562 0.001 0.00
H 0.63194 -4.14181 -3.66610 0.203 0.102 0.065 0.01
H 1.60508 -3.49598 -0.58173 0.043 -0.010 0.186 0.03
H -0.00207 -3.33682 -1.33976 -0.135 -0.117 0.019 0.00
H 3.04043 -1.16794 -1.64245 0.076 -0.217 -0.456 0.01
C 0.96316 -2.86137 -1.18793 -0.121 0.502 0.384 0.17
H 3.46398 -1.64079 -3.33902 -0.392 -0.205 0.615 0.01
H 3.73557 -2.78121 -1.96916 -0.415 0.235 -0.242 -0.01
H 0.74288 -1.88855 -0.65647 0.302 -1.009 -0.205 0.15
C 0.21508 -0.38925 -4.99451 0.718 -0.430 -0.115 -0.04
C 0.20035 2.62645 -4.12320 0.231 0.408 0.185 0.20
H 1.00363 2.40196 -4.84312 -0.253 -0.145 0.203 0.04
H -0.17169 3.63915 -4.37057 -0.244 -0.518 -0.079 -0.07
C -0.92293 1.56729 -4.12929 -0.010 0.713 0.114 -0.82
H -2.22183 2.89656 -2.99560 -0.035 -0.031 -0.297 -0.01
C -1.65332 1.66218 -5.46868 -0.146 -0.320 -0.632 0.29
H -2.28768 0.78686 -5.59825 -0.132 -0.122 -0.051 -0.01
H 0.64738 2.71342 -3.13105 0.016 -0.186 -0.174 0.05
H -1.49527 1.56006 -2.11772 -0.078 -0.057 0.040 0.04
H -0.99209 1.71956 -6.34062 0.029 0.015 0.134 0.02
H -2.31303 2.54302 -5.51506 0.359 -0.182 0.299 0.01
C -1.93364 1.84625 -3.06363 0.070 0.035 0.777 0.15
H -2.79460 1.20519 -3.18720 -0.444 -0.086 -0.098 0.00
C -0.05490 -0.50359 -2.73886 -1.358 -0.823 0.672 -0.16
S -1.99852 -0.90930 0.79365 -1.591 -0.990 0.836 0.16
C -2.02426 -1.46562 2.59948 -0.230 0.002 -0.817 0.10
C -1.73252 -2.82517 2.82233 -0.213 -0.062 0.691 -0.02
C -1.88920 -3.40227 4.09356 -0.030 0.238 -0.229 0.18
C -2.34701 -2.60798 5.15153 0.503 0.550 0.138 -0.24
C -2.61305 -1.23872 4.96519 -0.057 -0.421 -0.737 0.35
C -2.56144 -0.70630 3.65534 0.387 -0.768 0.607 -0.44
H -1.47623 -3.45780 1.97089 0.220 0.283 0.174 -0.02
H -1.61966 -4.46022 4.27365 -0.322 0.636 -0.190 0.05
H -2.43452 -3.03054 6.14831 0.070 -0.006 -0.029 -0.10
H -2.82132 -0.59052 5.83364 -0.244 -0.409 -0.584 0.05
H -2.97082 0.27701 3.47182 0.381 0.226 -0.064 0.00

19
Properties=species:S:1:pos:R:3:forces:R:3:mulliken_charge:R:1 method="wB97M-V/def2-TZVPD" e_tot_ha=-406.37053 charge=0 smiles=C[C@@]1(F)C[C@H](N)[C@H]1N max_force_ev_per_a=6.84 gap_ev=10.0169 de_lowest_kcal_mol=70.77
C 1.73274 -0.07371 0.98764 4.387 0.707 -0.164 -1.23
C 1.07126 -0.21791 -0.45290 -1.440 -1.047 6.603 1.13
C 0.20167 -1.44165 -0.16901 -3.115 -2.032 -1.755 -1.04
C -0.93763 -0.40804 0.12967 -0.963 2.012 0.129 -0.04
C -0.12704 0.63942 -0.64034 -1.065 -0.388 0.278 -0.50
H 2.41175 -0.98198 1.23164 -0.726 1.246 -1.118 0.36
H 2.46403 0.86282 1.23443 -2.043 -1.923 -0.910 0.23
H 1.06910 -0.21124 1.80180 -1.225 0.584 0.407 0.36
H -0.17235 -2.06888 -1.12338 0.950 1.696 1.745 0.29
H 0.42052 -2.22936 0.57337 0.383 0.740 -0.161 0.33
H -1.02003 0.20896 1.06021 0.512 -1.817 0.448 0.36
H -2.88917 -1.19376 0.33363 1.476 2.263 -2.182 0.27
H -2.76891 0.53662 -0.50663 1.528 -4.589 0.755 0.29
H -0.35742 0.50340 -1.67550 -0.451 0.467 -1.099 0.37
H -1.01289 2.44923 -0.20728 -1.113 0.062 -0.143 0.27
H 0.51286 2.53925 -0.66381 -0.967 -0.778 1.338 0.27
N -2.29310 -0.58911 -0.40750 -2.754 1.623 1.240 -0.73
N -0.15870 1.96108 -0.06484 2.684 1.250 -1.610 -0.61
F 1.85330 -0.28513 -1.44117 3.943 -0.074 -3.803 -0.40

65
Properties=species:S:1:pos:R:3:forces:R:3:mulliken_charge:R:1 method="wB97M-V/def2-TZVPD" e_tot_ha=-1676.14805 charge=+1 max_force_ev_per_a=1.54 gap_ev=6.4962 de_lowest_kcal_mol=19.87
Hg -2.33765 12.97893 14.31212 1.155 0.697 0.749 1.72
N 0.27194 13.94445 14.94418 -0.443 -0.191 -0.214 0.91
O -0.35554 14.36312 13.91750 0.164 -0.109 0.235 -0.62
O -0.35888 13.15957 15.72431 0.097 0.134 -0.203 -0.46
O 1.40794 14.27457 15.16517 0.420 0.123 0.099 -0.60
C 3.89635 17.22627 15.34400 -0.456 -0.021 0.543 -0.89
C 5.35098 16.86674 15.44778 0.286 0.078 -0.195 0.57
O 6.18524 17.64272 15.87990 -0.133 -0.134 -0.050 -0.64
N 5.69747 15.62447 15.00195 0.018 0.173 0.096 -0.15
C 4.76744 14.57485 14.64441 -0.121 0.026 0.048 -0.84
H 3.80132 18.30718 15.37814 0.051 0.026 -0.208 0.34
H 3.36645 16.85100 16.22864 0.115 -0.075 -0.070 0.20
H 3.39192 16.79131 14.48429 0.064 0.120 -0.127 0.28
H 6.68176 15.43157 15.09009 -0.026 -0.146 -0.012 0.24
H 5.31172 13.63939 14.54189 0.028 -0.004 0.000 0.38
H 4.24801 14.77563 13.70278 0.107 0.010 -0.023 0.27
H 4.00019 14.44470 15.40969 0.047 -0.070 0.002 0.26
C 0.19308 9.44003 13.71697 0.049 0.445 0.199 -1.19
C -0.02862 10.78463 13.08045 0.164 -0.005 -0.006 0.65
O -0.97486 11.52964 13.39519 -0.516 -0.382 -0.365 -0.58
N 0.82095 11.14008 12.11641 -0.085 0.496 0.273 -0.14
C 0.73035 12.44072 11.44906 0.274 -0.162 -0.132 -0.74
H -0.30606 9.40236 14.68050 -0.114 -0.035 -0.045 0.26
H 1.25940 9.29025 13.88254 -0.005 -0.209 -0.121 0.42
H -0.20478 8.67307 13.05623 0.055 -0.123 0.031 0.33
H 1.70663 10.66461 12.07378 -0.112 -0.245 -0.140 0.28
H 0.91951 13.25545 12.14568 -0.147 0.030 -0.003 0.21
H -0.24299 12.55370 10.98046 -0.092 0.033 0.125 0.24
H 1.47845 12.46387 10.66024 0.016 -0.023 0.025 0.36
C -2.27561 12.61379 18.62309 0.100 -0.040 -0.087 -0.64
C -3.23886 13.34765 17.73809 0.091 -0.477 -0.142 0.40
O -3.07486 13.37559 16.50524 -0.562 0.116 0.076 -0.68
N -4.29544 13.92033 18.31904 0.131 -0.018 -0.060 -0.18
C -5.34723 14.62016 17.60687 -0.012 0.455 0.503 -0.85
H -2.37739 11.54669 18.41448 0.016 0.006 0.059 0.31
H -2.42538 12.78358 19.68662 -0.090 0.022 -0.005 0.38
H -1.25916 12.89656 18.35183 -0.047 0.059 -0.058 0.01
H -4.39555 13.80216 19.31317 0.056 0.061 0.028 0.25
H -5.38062 15.66225 17.93989 0.056 -0.040 -0.098 0.30
H -6.31303 14.18838 17.86070 -0.034 -0.150 -0.304 0.34
H -5.13805 14.60004 16.54444 -0.117 -0.194 -0.082 0.24
C 1.78881 7.45563 19.25274 -0.198 -0.193 -0.590 -0.98
C 0.92374 8.65082 18.92963 -0.007 -0.163 0.122 0.58
O -0.11660 8.87793 19.51786 -0.102 0.123 0.120 -0.63
N 1.36829 9.45666 17.93263 0.048 0.323 -0.118 -0.14
C 0.64727 10.64393 17.53211 -0.304 -0.123 -0.531 -0.80
H 2.73407 7.45769 18.71004 0.087 0.100 0.198 0.28
H 1.24343 6.56833 18.92138 -0.016 -0.003 0.184 0.27
H 1.94125 7.38464 20.32329 0.056 0.036 0.072 0.29
H 2.13114 9.15711 17.35384 0.154 -0.020 0.173 0.25
H 1.32413 11.37092 17.08941 0.046 0.020 0.065 0.39
H 0.12405 11.09514 18.36850 0.232 -0.131 0.212 0.31
H -0.12365 10.41037 16.78402 0.047 0.063 0.062 0.15
C -2.23599 16.38692 15.79265 0.143 -0.123 -0.292 -0.83
C -3.15509 16.09531 14.65028 0.190 -0.240 0.229 0.69
O -3.17806 14.99134 14.06568 -0.850 -0.112 -0.479 -0.69
N -3.98743 17.05360 14.25153 -0.133 -0.055 0.224 -0.16
C -4.04352 18.39871 14.80758 -0.140 0.223 0.162 -0.93
H -1.48773 15.60560 15.86153 0.025 0.019 -0.006 -0.10
H -2.80423 16.39672 16.72328 -0.026 0.205 0.010 0.28
H -1.75638 17.34908 15.62174 0.050 0.023 0.259 0.53
H -4.71540 16.75779 13.61907 0.138 0.082 -0.216 0.31
H -4.28869 18.40340 15.87167 0.078 -0.136 -0.026 0.31
H -4.82447 18.96346 14.30634 0.008 -0.107 -0.134 0.34
H -3.10611 18.93251 14.66148 0.026 -0.067 -0.039 0.29

Please write out number 1 again, unchanged.
4
Properties=species:S:1:pos:R:3:forces:R:3:mulliken_charge:R:1 method="wB97M-V/def2-TZVPD" e_tot_ha=-623.71960 charge=0 max_force_ev_per_a=2.43 gap_ev="7.5897 / 9.7116" de_lowest_kcal_mol=88.04
O -1.27740 -1.28753 0.19401 -0.604 -1.025 -0.480 -0.36
O 1.29661 1.23898 -0.29535 -0.145 -0.029 0.187 -0.32
O 0.50534 0.19541 -0.50738 1.460 0.262 -1.894 0.07
S -0.52455 -0.14686 0.60871 -0.711 0.792 2.186 0.60